No. 1
This record from OMol25 describes a structure of composition C10H15N8O2PdS at a distorted geometry. The level of theory is the ωB97M-V functional and the def2-TZVPD basis.

Geometry as XYZ:
```
37
C10H15N8O2PdS the ωB97M-V functional and the def2-TZVPD basis
Pd -0.00212 -0.12690 -0.33083
S 0.94831 1.51852 -1.74237
O 1.32113 -3.60643 -0.87104
O 0.95170 -1.47326 -1.35290
N -3.81380 -3.15361 0.15438
N -3.31492 2.40995 -0.02453
N 1.40331 2.88272 0.53562
N -1.60811 1.11332 0.16669
N 1.96973 3.90395 -1.42833
N 2.03009 -0.05911 1.17629
N -1.52929 -1.56314 0.23737
N -3.84587 1.16519 -0.01077
C -3.89001 -1.82478 0.10145
C 2.85818 -2.09351 0.09098
C 1.46316 2.83858 -0.80191
C 3.09895 -0.62367 0.32076
C -2.59633 -3.66761 0.26612
C -1.44534 -2.88694 0.31106
C -1.99321 2.37603 0.06627
C -2.78165 0.41706 0.09735
C 1.63741 -2.44808 -0.71465
C -2.75802 -1.03947 0.14314
H -4.86961 -1.36956 0.02254
H 2.36482 4.68632 -0.93382
H 1.67536 3.70303 1.05267
H 1.94416 -0.59880 2.03099
H 0.97205 2.12432 1.03382
H -3.91718 3.21329 -0.10547
H 2.10135 3.86536 -2.42542
H 2.31289 0.87010 1.45858
H -2.50734 -4.74554 0.31301
H 2.79653 -2.64585 1.03230
H -1.36603 3.25191 0.07281
H 4.08957 -0.46354 0.74935
H 3.05826 -0.09513 -0.63049
H -0.47024 -3.33817 0.38267
H 3.71210 -2.51656 -0.44371
```

Computed properties:
Electronic energy in eV: -40939.579
Highest occupied orbital energy in hartree: -0.42645
Lowest unoccupied orbital energy in Ha: -0.12801
Total charge: +1
Energy relative to the best compared isomer or geometry (same formula, charge and spin) in eV: 0.469

Results of the Löwdin charge analysis, in e, for atoms 1 through 6: Pd 0.77; S 0.75; O 0.07; O -0.25; N 0.12; N 0.06

***

No. 2
This record from OMol25 describes a cluster of 2 separate species, C8H13BrCl3FI2OSi in total at a distorted geometry. The level of theory is the ωB97M-V functional and the def2-TZVPD basis.

Geometry as XYZ:
```
30
C8H13BrCl3FI2OSi the ωB97M-V functional and the def2-TZVPD basis
I -1.33685 2.89614 0.62204
I -2.20250 -0.97426 -1.10213
Br 0.97606 0.99817 4.42809
Cl -3.15474 -4.10233 -0.20945
Cl -4.81866 -5.63079 1.62874
Cl -5.12252 -2.73947 1.45013
Si 1.02861 0.43878 0.13818
F 3.99528 0.89982 -1.28258
O 1.86405 -1.54685 3.19020
C 0.15232 -0.37040 1.65831
C -0.35912 0.43356 -3.22909
C -3.98221 -4.09248 1.35735
C 1.06727 -0.45817 3.01548
C -1.19419 0.81147 -1.86214
C 2.52792 1.60221 0.64460
C -0.22142 1.57883 -0.78961
C 3.33327 2.11777 -0.71914
H -2.05129 1.58701 -2.14913
H -3.23217 -3.96518 2.14214
H 2.13391 2.52798 1.24802
H 0.27299 1.36796 -3.57255
H -0.13125 -1.47968 1.32030
H -1.08049 0.11958 -4.11374
H 4.14149 2.91437 -0.43162
H 0.43997 2.33944 -1.42871
H 3.31955 1.04785 1.31780
H -0.89082 0.14328 1.90434
H 0.37571 -0.44868 -2.93658
H 1.53806 -0.62007 -0.72380
H 2.61180 2.60415 -1.51545
```

Computed properties:
Electronic energy in eV: -144957.352
Highest occupied orbital energy in hartree: -0.35953
Lowest unoccupied orbital energy in Ha: -0.00842
SMILES: C[C@@H](I)[C@@H](I)[Si@@H](CCF)CC(=O)Br.ClC(Cl)Cl

Results of the Löwdin charge analysis, in e, for atoms 1 through 6: I 0.73; I 0.82; Br 0.59; Cl 0.44; Cl 0.52; Cl 0.51

***

No. 3
This record from OMol25 describes an isolated molecule of C7H12 at a distorted geometry. The level of theory is the ωB97M-V functional and the def2-TZVPD basis.

Geometry as XYZ:
```
19
C7H12 the ωB97M-V functional and the def2-TZVPD basis
C 0.84594 0.57904 -1.16235
C -0.10102 -0.04706 0.93929
C 2.36848 -0.72137 0.56711
C -0.43148 0.95835 -1.17581
C -2.33575 -0.34264 -0.27357
C -1.18672 0.61997 0.05661
C 1.26909 0.30160 0.30077
H -2.88047 -0.59963 0.64040
H -3.04279 0.09542 -0.98639
H 3.33907 -0.36349 0.20542
H -0.84992 1.38452 -2.08196
H -1.58356 1.53369 0.49873
H -0.20630 -1.14229 0.91277
H 1.60845 1.25666 0.74737
H 0.74036 0.10565 -2.16055
H 2.13663 -1.66085 0.05810
H -0.20288 0.25739 1.98649
H -1.96155 -1.27924 -0.71194
H 2.47440 -0.93573 1.63952
```

Computed properties:
Electronic energy in eV: -7451.601
Highest occupied orbital energy in hartree: -0.31640
Lowest unoccupied orbital energy in Ha: 0.04429
Energy relative to the best compared isomer or geometry (same formula, charge and spin) in eV: 1.831
SMILES: C[C@@H]1C=C[C@H](C)C1

Results of the Löwdin charge analysis, in e, for atoms 1 through 6: C -0.06; C -0.13; C -0.09; C -0.12; C -0.07; C -0.37

***

No. 4
This record from OMol25 describes an isolated molecule of C5H11NO at a distorted geometry. The level of theory is the ωB97M-V functional and the def2-TZVPD basis.

Geometry as XYZ:
```
18
C5H11NO the ωB97M-V functional and the def2-TZVPD basis
O -1.76831 -0.53440 -1.75930
N -0.01350 -0.00380 -0.38143
C 0.67153 0.18558 -1.71507
C 2.00954 -0.04523 0.98023
C -2.25766 0.07566 0.53047
C -1.33023 -0.33097 -0.63924
C 0.44891 -0.03762 0.99463
H 2.20049 0.22012 1.98395
H 0.02240 -0.86531 1.55583
H 2.31276 -1.07123 0.78400
H 0.17399 0.87003 -2.49372
H 2.46536 0.52463 0.22642
H -1.79259 -0.33019 1.39369
H -2.30386 1.17531 0.56081
H -3.21795 -0.42948 0.31938
H 0.51618 -0.72198 -2.15005
H 0.11371 0.82764 1.44541
H 1.74923 0.49123 -1.63600
```

Computed properties:
Electronic energy in eV: -8899.770
Highest occupied orbital energy in hartree: -0.33095
Lowest unoccupied orbital energy in Ha: 0.02924
Energy relative to the best compared isomer or geometry (same formula, charge and spin) in eV: 1.928
SMILES: CCN(C)C(C)=O

Results of the Löwdin charge analysis, in e, for atoms 1 through 6: O 0.03; N -0.10; C -0.02; C -0.05; C 0.01; C -0.51

***

No. 5
This record from OMol25 describes an isolated molecule of C16H20N2O2. The level of theory is the ωB97M-V functional and the def2-TZVPD basis.

Geometry as XYZ:
```
40
C16H20N2O2 the ωB97M-V functional and the def2-TZVPD basis
O 0.46296 3.03134 0.24828
O -2.87626 -2.27364 -0.48534
N 2.62231 -0.49022 0.41980
N -2.14968 2.96417 -0.19877
C -3.50481 -3.52514 -0.44160
C -2.27717 0.57360 0.24786
C -0.16488 1.83975 0.37179
C 4.03648 -0.58085 0.74023
C -0.21342 -0.51520 0.81873
C 2.60881 -0.51010 -1.03495
C 4.78996 0.26792 -0.30690
C 3.82712 0.31471 -1.50381
C -4.23901 1.82689 -0.35131
C 1.98867 0.70123 0.96812
C 0.50677 0.68587 0.71211
C -1.56472 1.79482 0.13561
C -3.66168 0.63092 -0.01406
C -1.56506 -0.59821 0.60380
C -3.43381 2.97355 -0.43039
C -2.28089 -1.91383 0.74616
H 4.98158 1.26826 0.08084
H 3.52838 1.33885 -1.72579
H -3.92391 -3.69845 -1.43079
H -2.79038 -4.32331 -0.20253
H -3.05864 -1.84279 1.52786
H 0.35269 -1.39781 1.07536
H -5.29560 1.89909 -0.55883
H 4.26668 -0.11060 -2.40403
H 2.40450 1.63703 0.56829
H -1.56528 -2.69007 1.05648
H 4.22854 -0.26188 1.76415
H -3.86021 3.93291 -0.69555
H -4.25165 -0.27029 0.03634
H 1.66267 -0.12942 -1.41694
H 2.15730 0.69303 2.05091
H -4.31006 -3.54397 0.30547
H 2.71770 -1.55169 -1.35104
H 4.32632 -1.63176 0.64447
H -0.22906 3.66828 -0.00628
H 5.74673 -0.18298 -0.56375
```

Computed properties:
Electronic energy in eV: -23991.546
Highest occupied orbital energy in hartree: -0.29472
Lowest unoccupied orbital energy in Ha: 0.01356
Energy relative to the best compared isomer or geometry (same formula, charge and spin) in eV: 2.668
SMILES: COCc1cc(CN2CCCC2)c(O)c2ncccc12

Results of the Löwdin charge analysis, in e, for atoms 1 through 6: O 0.07; O -0.19; N -0.18; N 0.10; C -0.12; C -0.09

***

No. 6
This record from OMol25 describes a cluster of 2 separate species, C2H10NOSi in total at a distorted geometry. The level of theory is the ωB97M-V functional and the def2-TZVPD basis.

Geometry as XYZ:
```
15
C2H10NOSi the ωB97M-V functional and the def2-TZVPD basis
Si 1.33906 1.16064 0.03088
O 1.96066 -0.33443 -0.21082
N -2.30828 -0.35477 -0.15257
C 3.23813 -0.64866 0.33422
C -1.84308 0.92741 0.45402
H 1.43136 1.74937 -1.31578
H -1.60130 0.79921 1.45784
H 3.20478 -0.63820 1.43749
H 3.43669 -1.62317 0.10964
H -3.27171 -0.47780 -0.07462
H 4.02027 0.11248 0.01285
H -1.95698 -1.22012 0.20170
H -2.43880 1.71175 0.35487
H -1.91664 -0.07592 -1.10458
H 1.14772 1.92844 1.22530
```

Computed properties:
2S+1: 3
Electronic energy in eV: -13638.942
Expectation value of S²: 2.005
Highest occupied orbital energy (spin up / spin down) in hartree: -0.36324 / -0.50783
Lowest unoccupied orbital energy (spin up / spin down) in Ha: -0.14340 / -0.23229
Total charge: +1
Energy relative to the best compared isomer or geometry (same formula, charge and spin) in eV: 0.610

Results of the Löwdin charge analysis, in e, for atoms 1 through 6: Si 0.65; O -0.44; N 0.18; C -0.16; C 0.07; H -0.07